The following is a quantum chemistry calculation of C26H26MoN4O2 as an isolated structure, from the Open Molecules 2025 dataset.

The relative energy (zero: lowest compared OMol25 entry of this formula, charge and spin) comes out at 0.0 kcal/mol. As for the orbital gap (spin up / spin down): 6.29 / 6.24 eV. For the molar mass, the calculation gives 522.46 g mol⁻¹.

```
! RIJCOSX wB97M-V def2-TZVPD def2/J DEFGRID3
* xyz 2 1
Mo 0.10 -0.23 -0.02
C -0.24 3.48 -2.98
C -1.20 3.28 -1.85
C -2.41 3.98 -1.87
C -3.40 3.78 -0.92
C -3.21 2.83 0.07
C -2.02 2.12 0.14
C -1.85 1.07 1.19
C -1.00 2.39 -0.78
N 0.20 1.61 -0.68
C 1.46 2.18 -0.94
O 1.72 3.35 -0.89
C 2.45 1.10 -1.26
C 3.69 1.26 -1.86
C 4.40 0.11 -2.20
C 3.86 -1.15 -1.98
C 2.62 -1.22 -1.36
N 1.97 -0.11 -1.00
C 1.79 -2.45 -1.13
O 2.04 -3.58 -1.44
N 0.63 -2.00 -0.50
C -0.67 -2.43 -0.24
C -0.97 -3.25 0.89
C 0.14 -3.84 1.69
C -2.30 -3.51 1.14
C -3.31 -2.97 0.34
C -3.02 -2.16 -0.75
C -1.70 -1.90 -1.07
C -1.30 -1.08 -2.28
H -0.78 3.80 -3.86
H 0.30 2.56 -3.23
H 0.51 4.24 -2.74
H -2.58 4.69 -2.67
H -4.32 4.34 -0.97
H -4.00 2.63 0.79
H -2.75 0.98 1.81
H -1.02 1.27 1.88
H -1.82 0.00 0.79
H 4.06 2.25 -2.06
H 5.37 0.20 -2.68
H 4.36 -2.05 -2.28
H 0.60 -4.66 1.14
H -0.23 -4.24 2.64
H 0.92 -3.11 1.89
H -2.57 -4.14 1.98
H -4.34 -3.19 0.57
H -3.82 -1.75 -1.36
H -2.18 -0.65 -2.75
H -0.75 -1.69 -2.99
H -0.64 -0.21 -2.06
C 1.71 -0.66 5.21
C 2.36 0.17 4.09
C 1.64 0.06 2.84
N 1.06 -0.03 1.85
H 2.29 -0.54 6.12
H 1.68 -1.72 4.96
H 0.69 -0.32 5.41
H 3.38 -0.15 3.90
H 2.39 1.23 4.35
*
```

The following is a quantum chemistry calculation of a 2-piece molecular cluster, C4H12N2O overall, from the Open Molecules 2025 dataset.

The relative energy (zero: lowest compared OMol25 entry of this formula, charge and spin) comes out at 51.6 kcal/mol. As for the orbital gap: 9.96 eV. For the molar mass, the calculation gives 104.15 g mol⁻¹.

```
! RIJCOSX wB97M-V def2-TZVPD def2/J DEFGRID3
* xyz 0 1
C 0.70 -0.10 1.36
C -0.68 0.56 1.29
C -1.81 -0.45 1.51
C -2.02 -1.11 -0.75
N -2.59 -0.77 0.31
N 1.88 0.75 1.54
H 0.85 -0.73 0.47
H 0.65 -0.84 2.15
H -0.77 1.36 2.02
H -0.80 1.01 0.30
H -2.57 -0.04 2.16
H -1.45 -1.35 2.02
H -2.59 -1.18 -1.68
H -0.95 -1.27 -0.89
H 2.13 0.76 2.52
H 1.63 1.70 1.31
H 3.37 0.05 -5.39
H 2.25 0.87 -4.72
O 2.79 0.80 -5.52
*
```

Q: Which formula does entry 2 have?
A: C4H12N2O

Please write out number 1 again, unchanged.
The following is a quantum chemistry calculation of C26H26MoN4O2 as an isolated structure, from the Open Molecules 2025 dataset.

The relative energy (zero: lowest compared OMol25 entry of this formula, charge and spin) comes out at 0.0 kcal/mol. As for the orbital gap (spin up / spin down): 6.29 / 6.24 eV. For the molar mass, the calculation gives 522.46 g mol⁻¹.

```
! RIJCOSX wB97M-V def2-TZVPD def2/J DEFGRID3
* xyz 2 1
Mo 0.10 -0.23 -0.02
C -0.24 3.48 -2.98
C -1.20 3.28 -1.85
C -2.41 3.98 -1.87
C -3.40 3.78 -0.92
C -3.21 2.83 0.07
C -2.02 2.12 0.14
C -1.85 1.07 1.19
C -1.00 2.39 -0.78
N 0.20 1.61 -0.68
C 1.46 2.18 -0.94
O 1.72 3.35 -0.89
C 2.45 1.10 -1.26
C 3.69 1.26 -1.86
C 4.40 0.11 -2.20
C 3.86 -1.15 -1.98
C 2.62 -1.22 -1.36
N 1.97 -0.11 -1.00
C 1.79 -2.45 -1.13
O 2.04 -3.58 -1.44
N 0.63 -2.00 -0.50
C -0.67 -2.43 -0.24
C -0.97 -3.25 0.89
C 0.14 -3.84 1.69
C -2.30 -3.51 1.14
C -3.31 -2.97 0.34
C -3.02 -2.16 -0.75
C -1.70 -1.90 -1.07
C -1.30 -1.08 -2.28
H -0.78 3.80 -3.86
H 0.30 2.56 -3.23
H 0.51 4.24 -2.74
H -2.58 4.69 -2.67
H -4.32 4.34 -0.97
H -4.00 2.63 0.79
H -2.75 0.98 1.81
H -1.02 1.27 1.88
H -1.82 0.00 0.79
H 4.06 2.25 -2.06
H 5.37 0.20 -2.68
H 4.36 -2.05 -2.28
H 0.60 -4.66 1.14
H -0.23 -4.24 2.64
H 0.92 -3.11 1.89
H -2.57 -4.14 1.98
H -4.34 -3.19 0.57
H -3.82 -1.75 -1.36
H -2.18 -0.65 -2.75
H -0.75 -1.69 -2.99
H -0.64 -0.21 -2.06
C 1.71 -0.66 5.21
C 2.36 0.17 4.09
C 1.64 0.06 2.84
N 1.06 -0.03 1.85
H 2.29 -0.54 6.12
H 1.68 -1.72 4.96
H 0.69 -0.32 5.41
H 3.38 -0.15 3.90
H 2.39 1.23 4.35
*
```

Q: What is the formula in the first record?
A: C26H26MoN4O2

Please write out number 2 again, unchanged.
The following is a quantum chemistry calculation of a 2-piece molecular cluster, C4H12N2O overall, from the Open Molecules 2025 dataset.

The relative energy (zero: lowest compared OMol25 entry of this formula, charge and spin) comes out at 51.6 kcal/mol. As for the orbital gap: 9.96 eV. For the molar mass, the calculation gives 104.15 g mol⁻¹.

```
! RIJCOSX wB97M-V def2-TZVPD def2/J DEFGRID3
* xyz 0 1
C 0.70 -0.10 1.36
C -0.68 0.56 1.29
C -1.81 -0.45 1.51
C -2.02 -1.11 -0.75
N -2.59 -0.77 0.31
N 1.88 0.75 1.54
H 0.85 -0.73 0.47
H 0.65 -0.84 2.15
H -0.77 1.36 2.02
H -0.80 1.01 0.30
H -2.57 -0.04 2.16
H -1.45 -1.35 2.02
H -2.59 -1.18 -1.68
H -0.95 -1.27 -0.89
H 2.13 0.76 2.52
H 1.63 1.70 1.31
H 3.37 0.05 -5.39
H 2.25 0.87 -4.72
O 2.79 0.80 -5.52
*
```